26
Properties=species:S:1:pos:R:3:forces:R:3:mulliken_charge:R:1 method="wB97M-V/def2-TZVPD" s_squared=2.01 homo_lumo_gap_ev="5.8542 / 7.2201" charge=-1 de_lowest_kcal_mol=0.0 spin_multiplicity=3
Au 1.7680 0.3988 1.6263 -1.94 0.05 -0.72 0.436
Cl 2.4546 -1.7875 1.4194 0.42 -1.25 -0.19 -0.630
Cl 2.7792 0.9089 3.7488 0.75 0.27 1.19 -0.711
C -2.1343 0.8551 0.6630 -0.47 0.65 2.46 -1.320
H -3.1421 1.2119 0.4446 0.21 -0.13 0.28 0.334
H -1.7476 0.8275 1.6867 -0.43 0.05 -0.17 0.370
C 0.3496 0.4974 -0.1987 -1.55 -0.12 -0.02 -0.673
C -1.3077 0.4132 -0.4043 2.49 0.40 -1.23 0.705
H 0.5697 1.5533 -0.4193 -0.10 -0.19 -0.02 0.556
C -1.8092 -0.9425 -0.9575 0.01 -0.34 -0.40 -0.765
H -1.5184 1.2185 -1.1423 0.29 -0.61 -0.52 0.127
C -0.8090 -2.0697 -0.7437 0.43 -0.07 0.06 -0.561
H -2.7590 -1.2500 -0.5064 0.00 0.32 0.11 0.405
H -2.0267 -0.8133 -2.0265 0.17 -0.21 0.01 0.303
C 0.5044 -1.7739 -1.4691 0.11 -0.20 -0.11 -0.666
H -0.6104 -2.2184 0.3280 -0.06 0.19 -0.19 0.261
H -1.2178 -3.0181 -1.1185 -0.02 0.13 0.06 0.407
C 1.0515 -0.3448 -1.2463 0.33 -0.20 -0.28 -0.951
H 1.2742 -2.5008 -1.1727 -0.29 0.15 -0.02 0.272
H 0.3249 -1.9115 -2.5478 0.05 -0.03 0.16 0.318
H 2.1045 -0.4383 -0.9527 -0.19 0.05 -0.24 0.444
H 1.0510 0.1740 -2.2106 -0.09 0.09 -0.22 0.292
N 1.2381 2.5163 1.7826 0.20 1.26 -0.05 -0.893
H 1.6098 2.9533 0.9336 -0.38 -0.01 0.47 0.310
H 0.2377 2.7017 1.8792 0.42 -0.06 -0.12 0.284
H 1.7653 2.8389 2.6042 -0.33 -0.19 -0.29 0.348



16
Properties=species:S:1:pos:R:3:forces:R:3:mulliken_charge:R:1 method="wB97M-V/def2-TZVPD" homo_lumo_gap_ev="8.3575 / 7.7916" charge=+1 de_lowest_kcal_mol=53.0
C 1.2241 -0.0684 -0.2891 -2.06 4.33 -0.24 -1.134
C 0.0669 0.3405 0.6659 -1.03 0.39 -3.06 -0.378
C -2.1572 0.1617 -0.4473 2.32 -1.04 3.15 0.425
N -2.2766 1.0248 -1.4138 0.05 -1.63 -2.44 -0.344
N -0.3792 -0.5750 1.7158 4.21 -1.80 -1.39 -0.133
Cl -2.9950 0.6344 0.9888 -0.56 -0.03 0.53 -0.133
Cl -2.1917 -1.6618 -0.7040 0.00 1.96 -0.23 -0.135
H 2.1347 -0.3022 0.1576 1.64 -0.45 0.91 0.419
H 1.3898 0.8695 -1.0027 -0.17 -1.63 1.85 0.282
H 0.9503 -0.7500 -1.0018 -0.75 -2.40 -1.41 0.346
H 0.1589 1.3650 0.9649 -0.33 0.28 0.57 0.399
H -2.2131 0.6045 -2.3280 0.09 0.69 -0.40 0.242
H -2.5062 1.9759 -1.2776 -0.33 0.79 0.14 0.221
H 0.5359 -1.0028 2.0629 -1.70 -0.16 -0.18 0.391
H -0.9864 -1.2575 1.2542 0.01 -0.54 0.46 0.210
H -0.7976 -0.1719 2.4896 -1.39 1.25 1.73 0.322



161
Properties=species:S:1:pos:R:3:forces:R:3:mulliken_charge:R:1 method="wB97M-V/def2-TZVPD" homo_lumo_gap_ev=7.6282 charge=0
C -1.7869 3.5155 3.6252 -0.96 -0.21 -0.81 -0.657
C -2.7676 2.5797 2.8324 -0.04 0.10 -0.73 -0.568
P -1.9544 0.9344 2.3000 0.88 1.56 0.44 -0.170
C -0.8266 0.4465 3.7467 -0.16 -1.18 -0.57 -0.097
C -3.3375 -0.2949 2.0230 -0.12 -1.03 -0.22 1.084
B -4.5296 0.4903 1.2510 0.06 0.44 -0.32 0.922
O -5.8845 0.2781 1.5063 1.27 0.83 -0.04 -0.595
O -4.1617 1.3947 0.2265 -0.26 -0.26 1.19 -0.753
C -3.9228 -1.1644 3.1780 -0.81 -0.68 0.49 -0.214
C -4.7543 -0.4387 4.2867 -1.25 -0.19 0.09 0.119
C -6.1543 -0.8088 4.4420 1.74 2.04 1.76 -0.427
C -6.7930 -0.1126 5.5290 1.07 -0.77 -1.08 -0.818
C -6.0431 0.8116 6.3121 -1.39 0.64 1.24 -0.566
N -4.7560 1.2180 6.2042 -1.60 -2.59 -2.03 -0.450
C -4.1994 0.5277 5.1727 1.69 0.13 -0.78 -0.230
C -2.9450 -2.2877 3.7735 -1.19 0.08 0.88 0.187
C -3.4300 -2.8444 5.1592 0.69 -0.63 -0.08 -1.920
C -2.7938 -2.1196 6.4103 0.28 -1.61 -0.42 0.202
C -1.7430 -3.0815 7.1259 0.36 1.61 1.28 0.503
C -0.6088 -2.1145 7.6798 -0.53 -0.32 -0.67 -1.691
C -2.3934 -3.8452 8.3513 0.08 0.65 -0.75 -1.139
C -2.8185 -2.9095 9.5453 -0.81 -1.21 1.99 -0.262
C -1.7176 -2.8186 10.6602 0.03 1.28 -0.51 -0.810
C -1.3106 -1.5761 11.0742 -0.12 -0.12 0.61 0.865
C 0.1690 -1.1343 11.1827 -0.29 -0.23 1.24 -1.146
C -2.3675 -0.4857 11.4588 0.91 0.17 -1.79 -1.058
O -3.0329 -3.4492 2.8600 1.11 2.37 -1.51 -0.667
S -2.2259 -2.9454 1.5119 1.65 -4.48 -2.94 1.648
O -0.7755 -2.9726 1.6859 -1.43 1.59 1.42 -0.689
O -2.5516 -3.9336 0.4856 -1.06 1.23 1.11 -0.753
C -2.8224 -1.3439 0.8694 -0.76 1.86 0.40 -0.941
C -1.7380 -0.7484 -0.0892 0.69 -2.05 -1.10 -1.058
C -1.6078 -1.6638 -1.3896 -0.33 0.00 -0.18 -0.671
C -1.0495 -0.8311 -2.6009 0.72 -0.24 -0.25 -0.729
C 0.1979 -1.5150 -3.2657 0.40 -0.33 0.22 -0.656
S 0.9870 -0.2811 -4.4158 0.35 0.02 -0.29 -0.180
C 2.2733 -1.1004 -5.3523 -0.60 -1.25 -0.01 0.081
N 2.2341 -2.2813 -5.9741 0.32 2.54 1.38 -0.224
N 3.4529 -2.4498 -6.5569 1.32 3.95 1.97 -0.623
C 4.2213 -1.3343 -6.2555 -3.93 -2.59 -0.86 0.204
O 3.4747 -0.4459 -5.4998 -0.71 -2.13 -0.95 -0.299
H -2.1460 4.5648 3.4558 0.32 -0.81 0.53 0.431
H -1.8074 3.2408 4.6976 0.15 0.44 -0.79 0.149
H -0.7499 3.4819 3.1990 -1.34 -0.35 0.54 -0.170
H -3.7688 2.4513 3.3037 0.75 0.20 0.06 0.553
H -2.9589 3.0920 1.8499 0.13 -0.57 0.77 0.363
H -0.0789 -0.2574 3.2865 -0.64 0.55 0.40 0.405
H -0.2394 1.3060 4.1290 -0.69 -0.43 -0.23 -0.011
H -1.3362 -0.1302 4.5475 0.50 0.70 -0.18 -0.213
H -6.3421 1.0309 1.0899 -0.26 -0.70 0.06 0.233
H -4.6381 2.2362 0.2966 0.08 -0.30 -0.38 0.292
H -4.6908 -1.8085 2.6540 0.57 0.52 0.61 0.685
H -6.6292 -1.5670 3.7957 0.22 0.62 0.48 0.520
H -7.8507 -0.3277 5.7724 0.83 0.34 -0.04 0.370
H -6.5964 1.2874 7.1589 0.43 -0.39 -0.76 0.385
H -3.1241 0.7758 4.9989 -0.96 -0.20 0.15 0.233
H -1.8698 -2.0038 3.7593 -0.70 0.03 0.45 0.546
H -4.5438 -2.9416 5.2087 0.91 0.40 -0.20 0.261
H -3.0530 -3.9030 5.1848 -0.37 0.87 -0.12 0.657
H -2.2283 -1.2264 6.0697 -0.71 -0.32 0.46 -0.279
H -3.5894 -1.8998 7.1574 0.63 0.38 -0.66 0.249
H -1.2576 -3.7847 6.4077 -0.60 0.39 0.48 0.605
H 0.0827 -2.6469 8.3731 -0.34 0.50 -0.61 0.366
H -1.0845 -1.2592 8.2137 0.38 -0.62 -0.20 0.168
H -0.0924 -1.6839 6.7852 -0.02 -0.36 0.83 0.483
H -1.6417 -4.5796 8.7291 -0.81 0.28 -0.31 0.490
H -3.3213 -4.3386 7.9611 0.87 0.01 0.47 0.311
H -3.1356 -1.8890 9.2392 0.38 -0.70 0.09 0.138
H -3.7169 -3.3902 10.0301 0.50 0.40 -0.70 0.343
H -1.2441 -3.7334 11.0915 0.32 0.63 -1.45 0.351
H 0.4107 -0.6961 12.1845 -0.13 -0.21 -0.71 0.431
H 0.8956 -1.9565 10.9962 -0.64 0.46 0.02 0.323
H 0.3546 -0.3210 10.4328 -0.30 -0.70 0.46 0.062
H -3.4042 -0.8578 11.3150 0.71 0.28 0.17 0.305
H -2.2219 -0.1497 12.5126 0.02 -0.47 -0.73 0.410
H -2.1881 0.4004 10.7938 -0.46 -0.36 0.64 0.109
H -3.7187 -1.5740 0.2335 0.77 -0.44 0.72 0.601
H -0.7346 -0.8145 0.4005 -0.89 0.61 -0.26 0.295
H -1.9721 0.2691 -0.4656 -0.09 -0.60 0.88 0.594
H -0.9655 -2.5577 -1.1956 -0.48 0.75 -0.03 0.488
H -2.6137 -2.0778 -1.6629 0.82 0.35 0.22 0.363
H -0.6885 0.1550 -2.2099 -0.51 -0.58 -0.51 0.442
H -1.8228 -0.7018 -3.3962 0.53 0.22 0.74 0.244
H 0.9604 -1.7239 -2.4786 -0.63 -0.12 -0.63 0.430
H -0.0521 -2.4262 -3.8560 0.15 0.62 0.61 0.427
H 5.2485 -1.1454 -6.5824 -1.18 0.13 0.15 0.488
C 1.8172 3.5794 5.3547 0.02 -0.03 -0.06 -0.402
Br 0.2144 3.0586 6.2967 0.58 -0.08 0.15 0.124
Br 3.0537 2.1076 5.1697 -0.28 0.22 -0.06 0.007
Br 1.4043 4.4013 3.6475 0.76 0.12 0.30 -0.049
H 2.3082 4.3331 5.9602 -0.05 -0.08 -0.09 0.400
C 2.6847 -2.2239 -10.8381 -0.39 -0.27 0.07 -0.277
Br 3.7108 -3.5006 -11.8688 -0.03 0.18 0.12 -0.050
Br 2.7028 -2.6472 -8.9470 0.18 0.15 -1.53 0.133
Br 3.2628 -0.4074 -11.1678 -0.16 -0.17 0.01 -0.101
H 1.6565 -2.2944 -11.1776 0.15 0.09 -0.10 0.303
C -1.4590 -1.6052 -8.8843 0.14 -0.04 0.06 -0.327
Br -3.3731 -1.7381 -8.6406 0.12 -0.02 0.01 -0.061
Br -0.9904 -0.1955 -10.1169 -0.10 -0.17 0.04 0.000
Br -0.5293 -1.4133 -7.2035 -0.42 0.11 -0.37 0.132
H -1.1294 -2.5379 -9.3288 -0.10 0.09 0.05 0.337
C 4.6733 1.8149 8.9864 0.05 -0.13 -0.07 -0.352
Br 3.0451 0.7722 8.9966 0.16 0.17 -0.02 0.030
Br 5.7776 1.4097 7.4550 -0.08 -0.04 0.26 -0.040
Br 4.3121 3.7120 9.1262 -0.03 -0.16 -0.08 -0.039
H 5.2365 1.5326 9.8685 -0.07 0.08 -0.10 0.382
C 7.6798 5.3078 7.8758 -0.07 0.00 -0.01 -0.241
Br 8.4614 3.8473 8.8758 -0.05 0.22 -0.14 -0.026
Br 8.8262 6.8642 7.8666 -0.10 -0.21 -0.03 -0.052
Br 7.1835 4.7750 6.0846 0.07 0.09 0.25 0.089
H 6.7663 5.5886 8.3878 0.11 -0.06 -0.05 0.265
C -5.9587 0.6492 -10.2210 0.07 0.04 0.03 -0.161
Br -7.6170 -0.3396 -10.1372 0.19 0.10 -0.05 -0.009
Br -4.9373 0.1932 -11.7958 -0.16 0.05 0.14 -0.012
Br -6.2469 2.5557 -10.0779 0.03 -0.22 -0.05 -0.013
H -5.3670 0.3520 -9.3619 -0.04 0.04 -0.12 0.179
C 6.5406 -4.7901 -7.3980 0.27 0.06 0.19 -0.148
Br 8.4480 -4.9635 -7.0851 -0.11 -0.07 -0.14 -0.064
Br 5.6266 -6.4842 -7.2287 0.13 0.23 0.01 -0.017
Br 5.7513 -3.4317 -6.2682 2.16 -2.30 -0.35 0.075
H 6.4146 -4.4616 -8.4249 0.04 -0.01 0.12 0.170
C 0.2608 3.4877 -8.2341 0.02 0.01 0.04 -0.455
Br -1.3094 2.9719 -7.2292 0.16 0.00 -0.13 -0.019
Br 1.4788 2.0067 -8.4638 -0.01 0.15 0.05 0.074
Br -0.2065 4.2986 -9.9247 0.02 -0.12 0.15 0.026
H 0.7786 4.2401 -7.6505 -0.07 -0.09 -0.07 0.374
C 9.3099 -6.0646 -10.9917 0.01 -0.03 0.05 -0.275
Br 9.9477 -4.2492 -11.1895 0.02 -0.37 -0.04 -0.033
Br 7.3780 -6.1521 -11.0214 0.22 0.07 0.02 -0.008
Br 10.0984 -7.2450 -12.3028 -0.11 0.17 0.13 -0.040
H 9.6314 -6.4116 -10.0158 -0.08 0.07 -0.09 0.320
C 7.5783 0.9656 -4.9957 0.04 0.04 -0.06 -0.416
Br 8.0778 2.8220 -5.2073 -0.08 -0.25 -0.03 -0.034
Br 5.6710 0.6893 -5.1234 1.56 1.54 0.95 0.173
Br 8.4761 -0.1878 -6.2589 0.26 0.08 0.36 -0.021
H 7.8855 0.6655 -4.0004 -0.04 0.03 -0.13 0.420
C 8.2700 7.1760 2.4793 0.03 0.01 0.00 -0.330
Br 6.6008 6.4100 1.8749 0.18 0.07 0.12 -0.003
Br 7.9859 8.5938 3.7623 0.01 -0.20 -0.12 -0.008
Br 9.4704 5.8248 3.1615 -0.12 0.16 -0.09 -0.021
H 8.7484 7.6203 1.6142 -0.07 -0.05 0.10 0.338
C 6.8599 -0.1366 -10.4400 -0.06 -0.06 -0.06 -0.264
Br 7.7896 1.3780 -11.1987 -0.08 -0.20 0.15 -0.032
Br 7.9810 -1.7083 -10.3395 -0.21 0.27 0.06 0.068
Br 6.0726 0.2898 -8.7284 -0.04 0.15 -0.42 0.230
H 6.0440 -0.3792 -11.1132 0.10 0.04 0.11 0.162
C -2.4275 6.9066 -12.8302 -0.06 0.00 -0.01 -0.341
Br -2.4003 8.4855 -11.7155 0.02 -0.22 -0.11 -0.009
Br -0.6419 6.3033 -13.2613 -0.19 0.05 0.10 -0.032
Br -3.4900 5.4931 -12.0488 0.16 0.15 -0.06 0.017
H -2.9034 7.1840 -13.7636 0.07 -0.03 0.11 0.346
C -2.5304 4.2973 9.6909 0.01 -0.10 0.08 -0.329
Br -0.9005 5.0064 8.9362 -0.28 0.07 0.28 -0.045
Br -3.8674 5.6727 9.9301 0.14 -0.16 -0.06 -0.036
Br -3.2052 2.8188 8.6422 0.04 0.23 -0.05 0.026
H -2.2882 3.9134 10.6756 -0.02 0.07 -0.12 0.333
C -7.4053 -3.3477 -12.6395 0.04 0.08 0.01 0.144
Br -8.5652 -3.8518 -11.1777 0.11 -0.01 -0.20 -0.025
Br -5.8530 -4.4937 -12.7503 -0.21 0.12 0.02 -0.007
Br -8.3606 -3.2668 -14.3176 0.11 -0.04 0.21 -0.011
H -7.0463 -2.3452 -12.4284 -0.04 -0.11 0.00 -0.122



58
Properties=species:S:1:pos:R:3:forces:R:3:mulliken_charge:R:1 method="wB97M-V/def2-TZVPD" homo_lumo_gap_ev=9.4706 charge=0 de_lowest_kcal_mol=64.1
C -2.8372 1.5679 2.6088 0.01 0.00 0.01 -1.731
C -3.2667 1.2919 1.1812 -0.03 0.05 0.03 0.462
C -3.1980 -0.1820 0.7724 0.02 0.00 0.00 -1.170
N -3.0536 -0.1221 -0.6814 0.02 0.00 0.02 0.208
C -3.1153 -1.1671 -1.5411 -0.06 -0.02 -0.04 0.517
O -3.0264 -1.0106 -2.7490 0.02 0.01 0.01 -0.689
C -3.3066 -2.5334 -0.9092 0.01 0.01 0.02 -1.083
C -3.2610 -3.6490 -1.9444 0.00 0.00 -0.01 0.550
C -1.8678 -3.9186 -2.5232 0.01 0.01 0.01 -0.860
C -1.3183 -5.0918 -1.6946 -0.01 0.00 -0.01 -0.484
N -2.5296 -5.7446 -1.2310 0.00 -0.02 0.00 -0.138
C -3.6389 -4.9567 -1.2565 0.01 0.02 0.01 -0.122
O -4.7193 -5.2337 -0.7802 -0.01 0.00 -0.01 -0.655
C -2.8755 1.2477 -1.1646 -0.03 0.00 0.00 -0.980
C -2.4272 1.9820 0.0935 0.02 -0.09 -0.01 -0.670
N -1.0033 1.7905 0.3067 0.02 0.01 -0.10 0.024
C -0.1451 2.8294 0.4911 0.02 0.04 0.09 -0.367
O -0.5061 3.9850 0.6220 -0.01 -0.01 0.00 -0.700
C 1.3019 2.4466 0.5435 -0.06 0.01 -0.01 0.777
C 2.4103 2.9893 -0.3902 -0.01 -0.01 0.01 -0.390
C 3.1279 2.0454 0.6168 0.05 -0.02 0.00 0.640
C 4.5766 1.7215 0.6762 -0.02 0.00 0.00 -0.172
C 5.0147 0.4032 0.6463 0.01 0.00 0.00 -0.360
C 6.3700 0.1074 0.7093 -0.01 0.00 0.00 -0.692
C 7.3002 1.1308 0.8025 0.01 0.00 0.00 -0.417
C 6.8707 2.4516 0.8318 -0.01 0.01 0.00 -0.686
C 5.5180 2.7438 0.7684 0.01 0.00 0.00 -0.424
C 1.9580 1.0483 0.4097 0.01 0.01 0.00 -0.786
C 2.2645 2.7182 1.7236 -0.01 0.00 -0.01 -0.313
H -1.8070 1.2475 2.7718 0.00 0.00 0.00 0.283
H -2.8949 2.6338 2.8309 0.00 0.00 0.00 0.411
H -3.4740 1.0383 3.3190 0.00 0.00 0.00 0.479
H -4.2969 1.6325 1.0380 0.00 0.00 0.00 0.468
H -2.3327 -0.6711 1.2373 0.00 0.00 0.00 0.298
H -4.0898 -0.7336 1.0729 -0.01 0.00 -0.01 0.578
H -2.5438 -2.6861 -0.1368 -0.01 0.00 0.00 0.323
H -4.2716 -2.5575 -0.3948 0.01 0.00 0.00 0.441
H -3.9891 -3.4273 -2.7222 0.00 0.00 0.00 0.566
H -1.9529 -4.2133 -3.5683 -0.01 -0.01 0.00 0.321
H -1.2219 -3.0439 -2.4850 0.00 0.00 0.00 0.314
H -0.7095 -5.7688 -2.2933 0.00 0.00 0.00 0.348
H -0.7083 -4.7459 -0.8536 0.00 0.00 0.00 0.233
H -2.5342 -6.5962 -0.6948 0.00 0.00 0.00 0.224
H -2.1436 1.2786 -1.9691 0.01 -0.01 0.00 0.351
H -3.8171 1.6501 -1.5480 0.01 0.01 0.00 0.393
H -2.5971 3.0551 0.0535 0.00 0.00 -0.01 0.616
H -0.6021 0.8861 0.1170 -0.01 0.00 -0.01 0.371
H 2.3785 2.6526 -1.4268 0.00 0.00 0.00 0.253
H 2.6228 4.0535 -0.3029 0.00 0.00 0.00 0.320
H 4.2886 -0.3978 0.5714 0.00 0.00 0.00 0.371
H 6.6980 -0.9238 0.6843 0.00 0.00 0.00 0.391
H 8.3569 0.9025 0.8509 0.00 0.00 0.00 0.377
H 7.5928 3.2548 0.9029 0.00 0.00 0.00 0.380
H 5.1851 3.7752 0.7899 0.00 0.00 0.00 0.366
H 1.7745 0.3444 1.2244 0.00 0.00 0.00 0.342
H 1.9016 0.5721 -0.5716 0.00 0.00 0.00 0.340
H 2.4719 3.7656 1.9363 0.00 0.00 0.00 0.302
H 2.0995 2.1318 2.6282 0.00 0.00 0.00 0.249



11
Properties=species:S:1:pos:R:3:forces:R:3:mulliken_charge:R:1 method="wB97M-V/def2-TZVPD" homo_lumo_gap_ev=8.9456 charge=0 de_lowest_kcal_mol=105.5
C 0.3823 -1.4035 0.6303 0.73 -1.31 0.88 0.146
C -0.6424 1.4493 -1.2055 -0.33 0.36 -0.14 0.144
H 2.0884 -1.0693 1.6302 -2.20 -1.58 -0.51 0.238
H -0.4423 -2.1308 0.1115 2.05 1.69 1.51 0.239
H 0.7762 1.0322 0.9369 -1.35 -4.83 -2.29 0.339
H -1.7675 -0.0745 -0.3387 1.08 0.26 0.26 0.273
H -1.5578 1.6338 -1.8952 1.32 0.06 1.02 0.258
N 1.3405 -1.8429 1.3991 -0.20 1.41 -1.16 -0.636
N 0.2795 -0.0986 0.2325 1.38 4.72 2.61 -0.327
N -0.8662 0.4303 -0.3087 -1.18 -0.28 -1.72 -0.147
O 0.4093 2.0740 -1.1924 -1.31 -0.50 -0.45 -0.528